1.
Computed, not measured: a molecular structure, C24H43Cl2N4O4SSiY at a distorted geometry, with ωB97M-V with the def2-TZVPD basis set.

Last column: Löwdin charge in e.
CARTESIAN COORDINATES (ANGSTROEM)
Y 0.48 -0.22 -0.14  1.1907
Cl 3.86 2.97 -2.49  0.2336
Cl 2.28 1.51 -0.17  0.0280
S 1.61 -1.71 4.54  0.5559
Si 5.52 1.90 -1.77  0.1304
O -0.01 -1.13 -2.16  -0.1452
O -1.46 -1.42 0.40  -0.1362
O 2.10 -1.96 -0.01  -0.1537
O -0.80 1.50 -0.61  -0.3650
N 3.50 -2.60 1.69  -0.1690
N -3.34 -1.59 1.67  -0.1570
N -1.23 0.16 -3.60  -0.1502
N 0.84 -0.35 2.22  -0.0545
C -2.47 0.37 -4.34  -0.0343
C 5.46 0.25 -2.67  -0.2182
C -3.71 -2.88 1.11  -0.0149
C -0.14 1.11 -3.83  0.0053
C -2.63 3.66 -2.48  -0.1342
C -1.05 -0.93 -2.85  -0.2562
C -2.64 4.51 -3.70  -0.0988
C 2.92 -3.93 1.82  -0.0266
C -3.05 2.10 -0.08  -0.1875
C -2.23 -0.98 1.30  -0.2711
C 1.17 -0.92 3.22  -0.9502
C -3.68 1.16 -0.89  -0.0587
C 5.53 1.54 0.09  -0.2418
C 6.96 3.03 -2.16  -0.2333
C -5.70 1.37 0.43  -0.1190
C -5.00 0.78 -0.63  -0.0832
C -0.27 4.20 -1.82  -0.0486
C -5.04 2.27 1.28  -0.0926
C -3.71 2.61 1.04  -0.0271
C -1.64 2.57 -0.44  -0.3917
C 4.48 -2.18 2.69  -0.0586
C -4.26 -0.99 2.63  -0.0304
C -1.58 3.50 -1.65  -0.2446
C 3.08 -1.75 0.76  -0.3123
H -2.26 0.47 -5.41  0.0963
H -3.10 3.97 -4.53  0.0668
H -1.96 -0.05 1.84  0.1445
H 3.74 -4.67 1.82  0.0939
H 7.89 2.61 -1.73  0.0293
H 5.67 2.45 0.68  0.0362
H 4.57 1.09 0.39  -0.0852
H 2.26 -4.12 0.97  0.0896
H -5.22 -0.74 2.15  0.0818
H -1.64 4.84 -4.02  0.0633
H 0.56 3.58 -1.45  0.0507
H -3.12 0.76 -1.74  0.0980
H -0.26 5.15 -1.26  0.0983
H -4.64 -2.80 0.54  0.0954
H -5.56 2.72 2.12  0.1035
H 4.62 -1.10 2.62  0.0958
H 3.62 -0.79 0.72  0.0968
H 4.41 -0.09 -2.78  0.0235
H -2.90 -3.22 0.46  0.0886
H -3.59 3.20 -2.24  0.1007
H 2.38 -4.01 2.77  0.0709
H -4.45 -1.70 3.45  0.0943
H -1.87 -1.66 -2.87  0.1547
H 0.79 0.70 -3.43  0.0938
H 7.12 3.16 -3.24  0.0263
H 6.80 4.02 -1.72  0.0304
H 5.44 -2.68 2.51  0.0917
H -0.06 1.30 -4.91  0.1009
H -3.87 -3.59 1.93  0.0961
H -0.37 2.06 -3.32  0.0783
H 4.11 -2.43 3.69  0.0434
H -6.75 1.13 0.60  0.1019
H -5.49 0.05 -1.27  0.1011
H -1.29 3.19 0.41  0.1450
H -2.98 1.28 -3.99  0.0808
H 6.33 0.83 0.35  0.0339
H -3.17 3.32 1.68  0.1185
H -3.83 -0.08 3.04  0.0962
H -3.25 5.41 -3.53  0.0803
H 6.01 -0.51 -2.10  0.0270
H -3.13 -0.49 -4.17  0.0922
H -0.08 4.45 -2.88  0.0668
H 5.90 0.33 -3.68  0.0285

DFT total energy: -84545.93025 eV
charge: 0
energy above the lowest of the compared OMol25 structures with the same formula, charge and spin: 0.0000 eV
E_HOMO: -0.2890 hartree
multiplicity: 1


2.
Computed, not measured: a single C4H13NSi2 molecule at a distorted geometry, with ωB97M-V with the def2-TZVPD basis set.

Last column: natural (NBO) charge in e.
CARTESIAN COORDINATES (ANGSTROEM)
Si -0.25 -0.65 -1.79  1.0015
Si 1.58 -0.76 -3.14  0.2669
N 0.26 -0.27 -0.23  -1.0912
C -0.64 -0.29 0.94  -0.0260
C -1.18 1.16 1.25  -0.4317
C -0.66 0.97 2.70  -0.4081
C 0.22 -0.23 2.25  -0.4356
H 1.33 0.09 2.21  0.2170
H 1.79 0.74 -3.27  -0.1320
H 2.96 -1.26 -3.45  -0.0965
H -0.09 1.77 3.10  0.2032
H 0.80 -1.09 -4.36  -0.1424
H -2.33 1.30 1.04  0.2027
H 0.00 -1.10 2.96  0.2208
H -0.95 0.39 -2.51  -0.1919
H -1.57 0.77 3.36  0.2100
H -1.41 -1.13 0.72  0.2118
H -0.66 1.72 0.53  0.2100
H 1.04 0.29 0.09  0.3968
H -1.21 -1.67 -1.58  -0.1851

DFT total energy: -21601.37069 eV
structure (SMILES): [SiH3][SiH2]NC1CCC1
charge: 0
energy above the lowest of the compared OMol25 structures with the same formula, charge and spin: 3.0498 eV
E_HOMO: -0.3250 hartree
multiplicity: 1


3.
Computed, not measured: a single C4H7NO2 molecule at a distorted geometry, with ωB97M-V with the def2-TZVPD basis set.

Last column: natural (NBO) charge in e.
CARTESIAN COORDINATES (ANGSTROEM)
O -1.64 -0.68 0.97  -0.3498
O -0.78 1.53 1.34  -0.7076
N -0.64 -1.73 0.97  -0.3041
C -1.06 0.48 0.42  0.3076
C 1.16 0.81 -1.14  -0.6579
C 0.45 -1.38 0.24  -0.0003
C 0.18 0.03 -0.32  -0.1695
H 1.99 0.16 -1.37  0.2290
H 1.56 1.80 -0.80  0.2081
H 0.01 1.83 0.90  0.4647
H 1.21 -2.04 0.07  0.2133
H 0.51 0.89 -2.00  0.2286
H -1.12 -2.60 0.99  0.3910
H -1.84 0.91 -0.27  0.1468

DFT total energy: -9842.52155 eV
structure (SMILES): CC1=CNO[C@H]1O
charge: 0
energy above the lowest of the compared OMol25 structures with the same formula, charge and spin: 4.7581 eV
E_HOMO: -0.2784 hartree
multiplicity: 1